Entry 1:
Entry from the Open Molecules 2025 dataset: a gas-phase ion, C5H10N4 (charge +2) (ωB97M-V with the def2-TZVPD basis set).

```
19
Properties=species:S:1:pos:R:3:forces:R:3
C 0.520203 -0.196073 -0.279932 -0.12 0.57 -0.17
C 3.154564 -1.315193 0.314139 -0.53 -2.79 1.57
C -3.811987 -0.231673 0.645972 -0.58 1.21 -0.48
C 2.963743 -0.112571 -0.150101 1.76 0.66 -0.36
C -2.953047 -0.248837 -0.589395 -0.04 0.07 3.16
N -0.646118 0.545670 -0.477747 -0.06 0.46 0.50
N 1.681817 0.467624 -0.221662 -1.59 0.11 0.22
N 1.703639 1.757671 -0.147491 3.37 2.68 -0.93
N -1.770215 0.087791 -0.443790 2.95 -0.03 -0.66
H 0.502466 -1.243692 -0.165072 0.19 -1.01 -0.11
H 4.176007 -1.747466 0.313853 -0.83 0.37 0.17
H 2.321953 -1.931196 0.826508 1.53 0.87 -1.19
H -4.538553 -1.082923 0.745193 0.62 1.09 -0.37
H -4.261371 0.820417 0.525644 -0.19 -1.61 0.45
H 3.856754 0.556007 -0.334405 -1.51 -0.60 -0.24
H -3.250452 -0.481855 -1.539553 -0.97 -0.72 -2.58
H 2.675805 2.306130 -0.397199 -3.40 -1.82 0.88
H 0.813861 2.210770 -0.118201 -0.40 0.67 -0.17
H -3.139066 -0.160596 1.493243 -0.20 -0.19 0.32
```
Positions in Å, forces in eV/Å.

M: 126.16 g mol⁻¹
HOMO level (spin up / spin down): -18.48 / -18.48 eV
Maximum force: 0.0856 Eh/bohr
Kohn-Sham gap (spin up / spin down): 7.71 / 7.71 eV
Total energy: -414.69611 a.u.
Total charge: +2
Energy above the lowest of the compared OMol25 structures with the same formula, charge and spin: 500.5 kJ/mol

Entry 2:
Entry from the Open Molecules 2025 dataset: a single C5H10N4O2 molecule (ωB97M-V with the def2-TZVPD basis set).

```
21
Properties=species:S:1:pos:R:3:forces:R:3
O -3.015265 -0.309550 -0.555509 -0.67 -0.69 -0.47
N -2.240665 0.579827 -0.801669 -0.02 0.68 0.16
N -1.330167 0.743062 0.143676 0.57 0.22 -0.19
C -1.118106 -0.371230 1.081870 0.51 0.81 0.06
C -0.528720 -1.608671 0.349183 2.27 0.52 1.53
C 0.343846 -1.183773 -0.829144 -0.02 0.56 -0.61
N 1.387781 -0.218617 -0.434194 0.06 0.93 -0.03
N 2.662646 -0.573536 -0.461197 0.14 -1.61 -0.19
O 3.470547 0.200820 0.018080 -0.64 0.20 -0.25
C 1.160325 1.120075 0.054825 -0.99 0.90 -0.60
C -0.252413 1.702477 -0.173668 -0.04 -0.02 -0.29
H -2.040279 -0.658508 1.524147 -0.95 -0.04 0.19
H -0.574139 0.115004 1.907184 0.50 -0.79 -0.36
H -1.320007 -2.266720 0.023299 -0.06 -0.23 0.00
H 0.227128 -2.134043 1.043324 -1.56 0.49 -0.73
H -0.293033 -0.791209 -1.671874 0.85 -0.25 0.71
H 0.922536 -2.030382 -1.162736 0.00 -0.33 -0.41
H 1.414922 1.162327 1.103349 0.03 0.01 0.43
H 1.862639 1.804923 -0.436788 0.00 -0.22 0.07
H -0.462714 2.130174 -1.193073 0.36 -0.92 0.77
H -0.276860 2.587549 0.470905 -0.33 -0.19 0.20
```
Positions in Å, forces in eV/Å.

SMILES: O=NN1CCCN(N=O)CC1
M: 158.16 g mol⁻¹
HOMO level: -9.32 eV
Maximum force: 0.0542 Eh/bohr
Kohn-Sham gap: 10.06 eV
Total energy: -565.86477 a.u.
Total charge: 0
Energy above the lowest of the compared OMol25 structures with the same formula, charge and spin: 393.6 kJ/mol

Entry 3:
Entry from the Open Molecules 2025 dataset: a molecular structure, C5H10N5 (ωB97M-V with the def2-TZVPD basis set).

```
20
Properties=species:S:1:pos:R:3:forces:R:3
C 1.855570 0.028346 -0.086691 -1.16 -0.18 0.85
C -1.369813 -0.259817 0.003996 -0.05 0.63 0.11
C 0.861110 -1.665573 -0.486995 1.25 -0.24 -1.87
C 2.742238 1.192717 -0.194271 2.80 -1.98 -1.40
C -2.478372 0.587619 0.542574 0.12 -2.17 2.47
N 1.879837 -1.211523 0.422169 -1.07 0.97 -1.05
N -0.416454 0.341353 -0.727369 -2.13 0.89 0.57
N -0.275605 -2.322010 -0.325782 -1.04 1.30 1.78
N 0.753514 -0.269008 -0.972930 3.73 -1.84 0.62
N -1.304838 -1.546757 0.322366 1.11 2.18 -1.61
H 2.241377 2.105731 -0.399714 -0.56 0.79 0.14
H 3.319339 0.927607 -1.169425 -0.54 0.82 1.34
H 3.535796 1.272153 0.594330 -1.08 0.00 -0.54
H -2.318670 0.684427 1.654968 0.35 0.35 -1.00
H -3.412688 0.022313 0.590248 -0.12 0.28 -0.81
H -2.539899 1.535545 0.106782 -0.28 1.26 -0.73
H 2.566289 -1.774008 0.895004 0.46 0.16 0.10
H -0.417704 1.342152 -0.988254 -0.63 -1.02 0.39
H -0.562633 -3.249601 -0.473534 0.14 -1.05 -0.47
H -2.000549 -1.891685 0.906052 -1.31 -1.15 1.12
```
Positions in Å, forces in eV/Å.

M: 140.17 g mol⁻¹
HOMO level (spin up / spin down): -10.88 / -10.88 eV
Maximum force: 0.0817 Eh/bohr
Kohn-Sham gap (spin up / spin down): 7.88 / 7.88 eV
Total energy: -469.88147 a.u.
Total charge: +1
Energy above the lowest of the compared OMol25 structures with the same formula, charge and spin: 442.0 kJ/mol

Entry 4:
Entry from the Open Molecules 2025 dataset: a molecular structure, C5H10N5 (ωB97M-V with the def2-TZVPD basis set).

```
20
Properties=species:S:1:pos:R:3:forces:R:3
C -0.726920 1.251550 0.263381 1.09 -0.23 0.12
C -1.485383 -0.956150 0.214007 -1.09 2.46 -0.98
C 3.068131 -0.424108 0.166270 2.92 0.87 0.00
C 1.966907 -1.125859 0.363684 0.99 0.34 -0.97
C -1.777694 0.429784 0.079437 0.83 -1.33 1.11
N 0.553173 0.753122 0.463231 0.01 -0.15 0.30
N -0.225440 -1.404410 0.177995 -0.47 -0.52 0.52
N -0.670539 2.560895 0.225936 2.96 2.39 -0.12
N -2.539492 -1.744502 0.217948 -0.92 -3.35 -0.18
N 0.701590 -0.499609 0.364212 -1.66 -0.55 0.15
H 4.072968 -0.954681 -0.003710 -1.86 0.59 0.40
H 3.223140 0.713666 0.180129 -0.90 -1.91 -0.01
H 1.816652 -2.188692 0.224874 0.44 0.09 0.37
H -2.745147 0.841838 0.014441 -1.07 0.02 -0.29
H 0.622792 0.528946 -2.207865 0.72 -0.42 0.74
H -1.371607 3.311098 0.201380 0.43 -1.12 -0.06
H 0.387387 2.777679 0.200869 -2.66 0.67 0.19
H -3.458153 -1.390710 0.497442 0.75 -0.15 -0.46
H -2.488152 -2.771658 -0.021071 0.11 1.79 0.70
H 1.075786 0.291796 -1.622593 -0.63 0.51 -1.54
```
Positions in Å, forces in eV/Å.

M: 140.17 g mol⁻¹
HOMO level: -13.32 eV
Maximum force: 0.0740 Eh/bohr
Kohn-Sham gap: 8.31 eV
Total energy: -469.94566 a.u.
Total charge: +1
Energy above the lowest of the compared OMol25 structures with the same formula, charge and spin: 273.5 kJ/mol

Entry 5:
Entry from the Open Molecules 2025 dataset: a gas-phase ion, C5H10NO (charge -2) (ωB97M-V with the def2-TZVPD basis set).

```
17
Properties=species:S:1:pos:R:3:forces:R:3
C -2.001593 0.629268 -0.211835 -0.06 0.01 0.03
O -2.471202 0.472293 1.035153 0.01 -0.10 0.06
C -0.440721 0.528004 -0.347544 -0.34 0.49 0.73
C -0.017486 -0.934732 -0.176984 -0.30 0.42 0.10
C 1.370497 -1.334388 0.226495 0.25 -0.68 -0.73
C 2.496624 -0.689132 -0.039242 -0.27 0.63 0.08
N 0.160493 1.380988 0.703090 -0.23 -0.04 0.17
H -2.419538 -0.100673 -0.956410 -0.01 -0.09 -0.14
H -2.247905 1.641786 -0.650540 0.01 0.07 -0.09
H -0.202102 0.960642 -1.320628 0.43 -0.24 -0.22
H -0.197970 -1.403987 -1.151627 -0.06 -0.28 0.02
H -0.755951 -1.360475 0.510670 0.08 -0.07 0.08
H 1.446714 -2.372710 0.558723 -0.14 0.10 0.06
H 2.401466 0.347107 -0.355003 0.36 -0.12 -0.11
H 3.481077 -1.139815 0.049954 0.03 0.00 0.18
H -0.356022 1.063546 1.532395 0.17 -0.05 0.01
H -0.246386 2.312281 0.593341 0.06 -0.05 -0.24
```
Positions in Å, forces in eV/Å.

M: 100.14 g mol⁻¹
HOMO level (spin up / spin down): 4.29 / -0.08 eV
Maximum force: 0.0200 Eh/bohr
Kohn-Sham gap (spin up / spin down): 2.75 / 7.05 eV
Total energy: -326.31038 a.u.
Multiplicity: 2
Total charge: -2
Energy above the lowest of the compared OMol25 structures with the same formula, charge and spin: 41.6 kJ/mol
<S²>: 0.7513

Entry 6:
Entry from the Open Molecules 2025 dataset: a single C5H10NO molecule (ωB97M-V with the def2-TZVPD basis set).

```
17
Properties=species:S:1:pos:R:3:forces:R:3
O 0.443272 -1.870970 1.008989 1.01 -1.61 2.10
C 0.925068 -2.030367 -0.163165 -2.85 2.78 0.87
C -0.022957 -1.243033 -1.082792 3.27 -2.12 -1.65
C -0.959541 -0.297590 -0.429359 -3.59 3.10 -2.54
C -0.360301 1.010578 0.275742 -1.65 -5.28 -1.00
C -0.489660 2.234554 -0.086314 -0.15 3.23 -0.36
N 0.501436 0.592311 1.352496 2.18 2.74 0.41
H 1.900318 -2.351612 -0.459680 0.75 -0.48 0.00
H -0.537023 -2.013366 -1.718717 -0.02 1.14 0.18
H 0.772385 -0.703978 -1.651490 -1.26 0.03 -0.63
H -1.550917 0.099218 -1.508731 1.33 -0.48 3.28
H -1.829252 -0.715008 0.165209 1.46 0.18 -0.45
H 0.116029 3.027353 0.366051 -0.25 -0.22 0.18
H -1.228664 2.620575 -0.795140 0.50 -0.67 -0.05
H 0.194816 -0.240377 1.883138 0.44 -0.57 -0.97
H 0.640010 1.409210 1.981979 -0.10 -0.72 -0.31
H 1.484981 0.472500 0.861784 -1.08 -1.04 0.95
```
Positions in Å, forces in eV/Å.

M: 100.14 g mol⁻¹
HOMO level (spin up / spin down): -3.96 / -7.75 eV
Maximum force: 0.1093 Eh/bohr
Kohn-Sham gap (spin up / spin down): 4.29 / 7.98 eV
Total energy: -326.29467 a.u.
Multiplicity: 2
Total charge: 0
Energy above the lowest of the compared OMol25 structures with the same formula, charge and spin: 326.9 kJ/mol
<S²>: 0.7527

Entry 7:
Entry from the Open Molecules 2025 dataset: a gas-phase ion, C5H10NO (charge +1) (ωB97M-V with the def2-TZVPD basis set).

```
17
Properties=species:S:1:pos:R:3:forces:R:3
C 0.409016 -0.932398 -0.018338 0.68 -0.34 1.81
C 1.639473 -0.239301 -0.639952 0.89 -0.50 -0.08
C -0.855468 -0.142152 0.305026 3.17 0.95 -1.57
C -0.674972 1.210671 0.779401 3.15 -0.55 3.35
C -2.147051 -0.386779 -0.151089 -2.29 -2.18 -3.05
N 2.507237 0.355329 0.328253 -0.22 2.08 3.83
O 3.688938 0.489199 0.220064 -0.86 -0.84 -1.59
H 0.321434 -1.712114 -0.736870 -1.27 -0.98 -0.20
H 0.830932 -1.429216 0.944992 -1.04 0.77 -1.18
H 2.264995 -0.982153 -1.085578 0.00 -0.87 -1.01
H 1.368443 0.495162 -1.351186 -0.18 0.87 -0.94
H 0.174289 1.311139 1.625007 -1.67 -0.25 -2.05
H -1.538673 1.702041 1.098408 -1.44 0.61 0.45
H -0.293319 1.732608 -0.073795 0.61 0.53 -0.84
H -2.874590 0.258298 0.246537 -0.88 0.84 0.52
H -2.532182 -1.408927 -0.148181 0.32 -0.42 0.47
H -2.288498 -0.321415 -1.342703 1.03 0.26 2.07
```
Positions in Å, forces in eV/Å.

M: 100.14 g mol⁻¹
HOMO level: -12.60 eV
Maximum force: 0.0901 Eh/bohr
Kohn-Sham gap: 5.86 eV
Total energy: -326.05638 a.u.
Total charge: +1
Energy above the lowest of the compared OMol25 structures with the same formula, charge and spin: 591.9 kJ/mol

Please write out number 1 again, unchanged.
Entry from the Open Molecules 2025 dataset: a gas-phase ion, C5H10N4 (charge +2) (ωB97M-V with the def2-TZVPD basis set).

```
19
Properties=species:S:1:pos:R:3:forces:R:3
C 0.520203 -0.196073 -0.279932 -0.12 0.57 -0.17
C 3.154564 -1.315193 0.314139 -0.53 -2.79 1.57
C -3.811987 -0.231673 0.645972 -0.58 1.21 -0.48
C 2.963743 -0.112571 -0.150101 1.76 0.66 -0.36
C -2.953047 -0.248837 -0.589395 -0.04 0.07 3.16
N -0.646118 0.545670 -0.477747 -0.06 0.46 0.50
N 1.681817 0.467624 -0.221662 -1.59 0.11 0.22
N 1.703639 1.757671 -0.147491 3.37 2.68 -0.93
N -1.770215 0.087791 -0.443790 2.95 -0.03 -0.66
H 0.502466 -1.243692 -0.165072 0.19 -1.01 -0.11
H 4.176007 -1.747466 0.313853 -0.83 0.37 0.17
H 2.321953 -1.931196 0.826508 1.53 0.87 -1.19
H -4.538553 -1.082923 0.745193 0.62 1.09 -0.37
H -4.261371 0.820417 0.525644 -0.19 -1.61 0.45
H 3.856754 0.556007 -0.334405 -1.51 -0.60 -0.24
H -3.250452 -0.481855 -1.539553 -0.97 -0.72 -2.58
H 2.675805 2.306130 -0.397199 -3.40 -1.82 0.88
H 0.813861 2.210770 -0.118201 -0.40 0.67 -0.17
H -3.139066 -0.160596 1.493243 -0.20 -0.19 0.32
```
Positions in Å, forces in eV/Å.

M: 126.16 g mol⁻¹
HOMO level (spin up / spin down): -18.48 / -18.48 eV
Maximum force: 0.0856 Eh/bohr
Kohn-Sham gap (spin up / spin down): 7.71 / 7.71 eV
Total energy: -414.69611 a.u.
Total charge: +2
Energy above the lowest of the compared OMol25 structures with the same formula, charge and spin: 500.5 kJ/mol